Here is 7 unconnected molecules or ions with the total composition C23H56F24N2O2P5 from OMol25. Energies are from the ωB97M-V functional and the def2-TZVPD basis.

Last columns: bonded neighbours and bond lengths (Å).
Atoms and positions in Å:
1 C -1.277 -2.777 5.358  C2 1.592, H18 1.090, H19 1.090, H20 1.090
2 C -0.946 -2.443 3.837  C1 1.592, C3 1.526, H21 1.090, H22 1.090
3 C -0.581 -3.592 2.902  C2 1.526, C4 1.548, H23 1.090, H24 1.090
4 C -1.441 -4.876 2.993  C3 1.548, P5 1.820, H25 1.090, H26 1.090
5 P -1.180 -6.008 1.592  C4 1.820, C6 1.796, C10 1.785, C14 1.825
6 C -2.053 -7.553 1.868  P5 1.796, C7 1.570, H27 1.090, H28 1.090
7 C -3.535 -7.449 2.376  C6 1.570, C8 1.510, H29 1.090, H30 1.090
8 C -4.332 -8.718 2.564  C7 1.510, C9 1.517, H31 1.090, H32 1.090
9 C -5.590 -8.529 3.391  C8 1.517, H33 1.090, H34 1.090, H35 1.090
10 C -1.761 -5.349 0.038  P5 1.785, C11 1.537, H36 1.090, H37 1.090
11 C -3.216 -4.867 -0.077  C10 1.537, C12 1.555, H38 1.090, H39 1.090
12 C -3.541 -4.391 -1.520  C11 1.555, C13 1.523, H40 1.090, H41 1.090
13 C -5.033 -4.159 -1.721  C12 1.523, H42 1.090, H43 1.090, H44 1.090
14 C 0.602 -6.311 1.342  P5 1.825, C15 1.483, H45 1.090, H46 1.090
15 C 0.946 -7.331 0.322  C14 1.483, C16 1.554, H47 1.090, H48 1.090
16 C 2.467 -7.530 0.075  C15 1.554, C17 1.555, H49 1.090, H50 1.090
17 C 2.952 -8.150 -1.266  C16 1.555, H51 1.090, H52 1.090, H53 1.090
18 H -1.594 -1.894 5.913  C1 1.090
19 H -0.415 -3.188 5.883  C1 1.090
20 H -2.056 -3.539 5.392  C1 1.090
21 H -0.088 -1.771 3.805  C2 1.090
22 H -1.824 -2.007 3.360  C2 1.090
23 H 0.450 -3.925 3.022  C3 1.090
24 H -0.574 -3.263 1.863  C3 1.090
25 H -2.511 -4.672 2.957  C4 1.090
26 H -1.282 -5.304 3.982  C4 1.090
27 H -1.456 -8.247 2.459  C6 1.090
28 H -2.162 -7.940 0.855  C6 1.090
29 H -4.136 -6.765 1.776  C7 1.090
30 H -3.663 -6.808 3.249  C7 1.090
31 H -3.637 -9.344 3.122  C8 1.090
32 H -4.652 -9.045 1.574  C8 1.090
33 H -5.428 -7.981 4.319  C9 1.090
34 H -6.037 -9.448 3.769  C9 1.090
35 H -6.300 -7.957 2.794  C9 1.090
36 H -1.551 -6.030 -0.787  C10 1.090
37 H -1.239 -4.400 -0.086  C10 1.090
38 H -3.506 -4.193 0.729  C11 1.090
39 H -3.835 -5.743 0.118  C11 1.090
40 H -3.130 -5.006 -2.320  C12 1.090
41 H -2.914 -3.508 -1.646  C12 1.090
42 H -5.702 -5.013 -1.616  C13 1.090
43 H -5.172 -3.781 -2.734  C13 1.090
44 H -5.447 -3.386 -1.073  C13 1.090
45 H 1.149 -6.480 2.270  C14 1.090
46 H 0.937 -5.341 0.973  C14 1.090
47 H 0.446 -7.108 -0.621  C15 1.090
48 H 0.360 -8.237 0.475  C15 1.090
49 H 2.806 -8.155 0.901  C16 1.090
50 H 2.921 -6.562 0.283  C16 1.090
51 H 3.993 -7.954 -1.524  C17 1.090
52 H 2.322 -7.763 -2.067  C17 1.090
53 H 2.691 -9.208 -1.287  C17 1.090
54 C -0.631 3.123 0.939  C55 1.563, H63 1.090, H64 1.090, H65 1.090
55 C -1.433 4.140 0.064  C54 1.563, C56 1.495, N59 1.569, H66 1.090
56 C -1.241 5.521 0.602  C55 1.495, O57 1.451, H67 1.090, H68 1.090
57 O -2.216 6.406 -0.008  C56 1.451, C58 1.405
58 C -2.493 7.718 0.415  O57 1.405, H69 1.090, H70 1.090, H71 1.090
59 N -0.755 4.068 -1.349  C55 1.569, H60 1.010, H61 1.010, H62 1.010
60 H -0.729 3.140 -1.747  N59 1.010
61 H -1.184 4.646 -2.057  N59 1.010
62 H 0.229 4.297 -1.338  N59 1.010
63 H -0.842 3.371 1.979  C54 1.090
64 H 0.420 3.020 0.669  C54 1.090
65 H -1.074 2.138 0.794  C54 1.090
66 H -2.480 3.903 -0.129  C55 1.090
67 H -0.241 5.945 0.694  C56 1.090
68 H -1.477 5.523 1.666  C56 1.090
69 H -2.806 7.774 1.457  C58 1.090
70 H -3.263 8.129 -0.238  C58 1.090
71 H -1.690 8.433 0.238  C58 1.090
72 C 5.853 6.083 -1.631  C73 1.554, H79 1.090, H80 1.090, H81 1.090
73 C 4.459 6.445 -2.213  C72 1.554, O74 1.232, N75 1.549
74 O 3.437 5.902 -1.790  C73 1.232
75 N 4.348 7.336 -3.475  C73 1.549, H76 1.010, H77 1.010, C78 1.589
76 H 3.481 7.852 -3.529  N75 1.010
77 H 4.927 8.158 -3.381  N75 1.010
78 C 4.518 6.535 -4.837  N75 1.589, H82 1.090, H83 1.090, H84 1.090
79 H 6.555 5.827 -2.424  C72 1.090
80 H 5.780 5.178 -1.028  C72 1.090
81 H 6.248 6.900 -1.028  C72 1.090
82 H 5.262 5.744 -4.742  C78 1.090
83 H 4.909 7.257 -5.554  C78 1.090
84 H 3.552 6.094 -5.084  C78 1.090
85 P 0.631 -0.618 -3.251  F86 1.647, F87 1.593, F88 1.598, F89 1.579, F90 1.679, F91 1.615
86 F 1.840 -0.856 -4.343  P85 1.647
87 F -0.398 -1.626 -3.931  P85 1.593
88 F 1.235 -1.778 -2.333  P85 1.598
89 F -0.542 -0.325 -2.235  P85 1.579
90 F 1.471 0.547 -2.383  P85 1.679
91 F 0.112 0.550 -4.238  P85 1.615
92 P 5.197 1.256 3.335  F93 1.631, F94 1.671, F95 1.649, F96 1.590, F97 1.668, F98 1.561
93 F 4.732 0.714 1.868  P92 1.631
94 F 6.209 -0.069 3.458  P92 1.671
95 F 6.462 2.030 2.613  P92 1.649
96 F 5.740 1.802 4.726  P92 1.590
97 F 4.282 2.615 3.028  P92 1.668
98 F 4.063 0.556 4.145  P92 1.561
99 P 2.618 11.622 0.424  F100 1.595, F101 1.625, F102 1.636, F103 1.595, F104 1.672, F105 1.674
100 F 1.521 12.775 0.520  P99 1.595
101 F 2.269 11.167 -1.097  P99 1.625
102 F 3.776 12.647 -0.110  P99 1.636
103 F 3.779 10.533 0.531  P99 1.595
104 F 3.011 11.995 2.006  P99 1.672
105 F 1.537 10.477 0.992  P99 1.674
106 P -1.363 6.908 -5.696  F107 1.624, F108 1.635, F109 1.597, F110 1.675, F111 1.635, F112 1.587
107 F -0.273 7.125 -4.511  P106 1.624
108 F -0.657 5.486 -6.087  P106 1.635
109 F -2.349 6.047 -4.782  P106 1.597
110 F -2.287 6.797 -7.088  P106 1.675
111 F -2.067 8.303 -5.214  P106 1.635
112 F -0.214 7.712 -6.438  P106 1.587

* E_tot: -5274.24035 hartree
* lowest unoccupied orbital energy: 0.37 eV
* charge: -1
* HOMO level: -8.5640 eV